Entry 1:
Computed, not measured: the molecule C5H8N2S, with ωB97M-V/def2-TZVPD.

Computed properties:
- LUMO (eV) = 0.849
- energy relative to the best compared isomer or geometry (same formula, charge and spin) (kcal/mol) = 9.94
- orbital gap (hartree) = 0.3162
- SMILES string = Cc1c[nH]c(S)c1N
- total charge = 0

Geometry as XYZ:
```
16
Properties=species:S:1:pos:R:3:forces:R:3:nbo_charge:R:1
C 2.220 0.218 -0.018 0.9 -1.1 0.7 -0.63
C 0.830 -0.303 -0.036 -1.5 1.5 -0.1 -0.14
C 0.347 -1.564 -0.059 0.8 -1.9 0.1 -0.02
N -0.997 -1.628 -0.047 -0.7 2.8 0.1 -0.52
C -1.460 -0.277 -0.039 0.6 -1.2 -0.2 -0.16
S -3.144 0.097 -0.113 -0.2 0.2 0.9 0.00
C -0.356 0.535 -0.029 0.5 -1.1 -0.3 0.13
N -0.306 1.908 0.034 -0.9 2.0 -0.6 -0.81
H 2.390 0.844 0.896 0.0 -0.4 -0.9 0.22
H 2.484 0.779 -0.928 -0.1 -0.1 0.4 0.21
H 2.887 -0.692 0.054 -0.3 1.2 -0.1 0.22
H 0.902 -2.481 -0.038 0.3 -0.2 -0.1 0.20
H -1.645 -2.381 -0.119 0.2 -0.6 0.0 0.42
H -3.295 0.229 1.244 -0.3 0.0 -0.7 0.13
H 0.346 2.338 -0.618 0.2 -0.4 0.3 0.37
H -1.203 2.379 -0.185 0.5 -0.7 0.5 0.38
```
Forces are in eV/Å.


Entry 2:
Computed, not measured: C16H52BO12PtS as an isolated structure, with ωB97M-V/def2-TZVPD.

Computed properties:
- LUMO (spin up / spin down) (eV) = 2.278 / 2.270
- energy relative to the best compared isomer or geometry (same formula, charge and spin) (kcal/mol) = 0.00
- orbital gap (spin up / spin down) (hartree) = 0.2516 / 0.2921
- 2S+1 = 3
- total charge = -1

Geometry as XYZ:
```
83
Properties=species:S:1:pos:R:3:forces:R:3:lowdin_spin:R:1
Pt -0.071 -1.055 -1.072 1.1 -0.6 -0.5 1.47
B -0.335 0.971 -0.075 -0.6 0.3 -0.1 0.03
H 0.053 0.250 0.627 1.5 -2.5 3.2 0.01
H -1.317 0.630 -0.365 -3.8 -0.6 -1.0 0.00
H -0.419 1.922 0.428 -0.4 3.2 1.8 0.01
H 0.313 1.011 -0.937 2.5 1.1 -3.1 0.01
S 0.365 -1.861 -3.641 2.0 0.1 -5.2 0.01
O 0.226 -2.661 -2.443 -0.2 -3.3 2.3 0.10
O -0.570 -2.204 -4.689 -0.4 -0.5 0.1 0.02
O 0.068 -0.520 -3.130 -0.5 3.2 0.1 0.12
O 1.760 -1.894 -4.183 -1.3 -0.3 0.6 0.01
C -3.771 0.134 -1.968 0.2 -0.5 -0.6 0.00
C -3.146 -1.268 -2.294 -0.7 1.9 -1.0 0.01
O -2.229 -1.526 -1.271 -0.8 -1.2 0.9 0.06
H -4.523 0.467 -2.684 0.0 -0.2 -0.2 0.00
H -2.989 0.893 -1.943 0.2 -0.2 -0.1 0.00
H -4.233 0.166 -0.982 -0.1 -0.4 0.1 0.00
H -2.585 -1.277 -3.228 -0.1 0.2 0.0 0.00
H -3.884 -2.069 -2.344 -0.2 0.0 0.0 0.00
H -2.814 -1.677 -0.525 0.6 0.1 0.8 0.00
C -2.099 -2.588 4.231 1.8 1.1 0.3 0.00
C -1.907 -1.135 3.737 -1.9 -0.1 0.5 0.00
O -3.230 -0.794 3.377 -1.1 -0.2 -0.6 0.00
H -1.115 -2.882 4.598 0.1 -0.6 0.1 0.00
H -2.402 -3.259 3.427 -0.2 0.2 0.1 0.00
H -2.769 -2.607 5.090 -0.2 0.0 -0.3 0.00
H -1.199 -1.006 2.919 0.1 -0.2 -0.2 0.00
H -1.718 -0.384 4.504 1.1 -0.6 0.6 0.00
H -3.307 0.138 3.163 0.4 0.1 -0.5 0.00
C 2.951 1.077 -3.534 -0.9 0.6 0.1 0.00
C 4.203 0.272 -3.572 0.7 -0.6 0.8 0.00
O 4.022 -1.106 -3.341 0.7 -0.2 0.8 0.00
H 2.349 0.836 -2.658 0.0 -0.3 0.0 0.00
H 2.297 0.950 -4.397 0.1 0.0 0.0 0.00
H 3.185 2.131 -3.381 0.1 0.2 -0.4 0.00
H 4.788 0.544 -2.693 0.5 0.6 -0.3 0.00
H 4.783 0.376 -4.489 0.1 0.5 -0.1 0.00
H 3.230 -1.397 -3.798 -1.1 -0.6 -0.6 0.00
C 2.721 4.569 -1.727 0.4 -0.2 0.3 0.00
C 2.001 3.622 -0.812 -0.8 -1.1 -0.5 0.00
O 0.595 3.816 -0.823 0.0 1.2 0.0 0.00
H 2.721 5.566 -1.287 -0.1 0.2 -0.4 0.00
H 2.352 4.529 -2.752 -0.3 0.2 0.1 0.00
H 3.748 4.206 -1.766 0.3 0.2 0.0 0.00
H 2.400 3.649 0.202 0.0 0.1 0.1 0.00
H 2.115 2.604 -1.183 0.6 -0.2 0.1 0.00
H 0.194 2.946 -0.755 -0.1 -0.1 0.0 0.00
C 3.856 -2.368 0.248 0.4 0.7 0.1 0.00
C 3.058 -1.057 0.057 0.7 -0.9 0.9 0.00
O 2.235 -1.183 -1.069 -0.5 0.1 0.8 0.07
H 4.619 -2.267 1.021 0.2 0.3 0.0 0.00
H 4.359 -2.590 -0.693 -0.1 -0.4 0.0 0.00
H 3.253 -3.200 0.612 -0.3 0.1 -0.5 0.00
H 3.691 -0.184 -0.106 0.3 0.0 0.3 0.00
H 2.493 -0.896 0.975 -0.4 0.4 -0.3 0.00
H 2.846 -1.197 -1.809 0.2 -0.1 -1.3 0.00
C 0.392 3.164 3.242 0.4 0.1 0.7 0.00
C 1.038 1.794 3.110 -0.3 0.3 -1.3 0.00
O 1.706 1.680 1.864 1.3 0.1 0.8 0.00
H -0.330 3.354 2.448 -0.1 -0.2 0.1 0.00
H 1.117 3.978 3.227 0.2 -0.1 -0.2 0.00
H -0.065 3.214 4.231 -0.5 0.1 0.0 0.00
H 0.235 1.057 3.142 -0.1 -0.3 0.2 0.00
H 1.771 1.565 3.884 -0.1 0.2 0.1 0.00
H 1.070 1.542 1.158 -0.3 0.0 0.0 0.00
C 0.622 -4.524 0.335 -1.3 -0.6 -0.1 0.00
C -0.650 -3.634 0.604 2.0 -1.5 -0.6 0.01
O -0.134 -2.321 0.737 -0.9 0.0 1.1 0.04
H 0.310 -5.533 0.066 -0.1 -0.2 0.2 0.00
H 1.292 -4.619 1.190 -0.1 0.2 0.2 0.00
H 1.190 -4.189 -0.533 -0.2 0.5 0.1 0.00
H -1.201 -3.901 1.505 0.1 -0.2 0.1 0.00
H -1.320 -3.730 -0.250 0.2 0.5 0.0 0.00
H 0.349 -2.334 1.566 0.3 0.5 0.1 0.00
C -5.199 1.474 1.911 0.1 0.1 -0.3 0.00
C -3.973 2.022 1.178 -0.6 0.1 1.3 0.00
O -2.851 1.320 1.615 0.2 -0.8 0.4 0.00
H -5.427 0.449 1.620 -0.1 0.0 -0.2 0.00
H -6.036 2.135 1.686 -0.2 -0.2 0.0 0.00
H -5.074 1.452 2.994 0.2 0.2 0.0 0.00
H -3.818 3.033 1.556 -0.4 0.6 -0.7 0.00
H -4.131 1.939 0.103 0.2 0.4 0.0 0.00
H -2.110 1.444 1.016 0.4 0.0 -0.3 0.00
```
Forces are in eV/Å.


Entry 3:
Computed, not measured: a 2-piece molecular cluster, CH3N2O4 overall, with ωB97M-V/def2-TZVPD.

Computed properties:
- LUMO (eV) = 4.056
- energy relative to the best compared isomer or geometry (same formula, charge and spin) (kcal/mol) = 10.02
- orbital gap (hartree) = 0.3233
- total charge = -1

Geometry as XYZ:
```
10
Properties=species:S:1:pos:R:3:forces:R:3:nbo_charge:R:1
C -2.132 -0.554 0.212 -0.4 1.7 0.4 0.66
N 0.960 0.892 -0.175 -0.9 2.5 -0.9 -0.70
N 1.922 0.084 0.100 -1.0 1.5 -0.7 0.60
O 1.556 -0.827 0.833 1.6 -2.0 0.7 -0.53
O 3.048 0.299 -0.394 0.9 -0.9 0.6 -0.57
O -1.098 -0.561 -0.581 -1.1 -1.1 -0.1 -0.71
O -2.579 0.341 0.922 0.8 -0.8 -0.6 -0.64
H -2.652 -1.479 0.109 -0.8 -1.1 0.0 0.06
H -0.362 0.072 -0.364 1.0 1.4 0.3 0.50
H 1.336 1.733 -0.662 -0.1 -1.2 0.3 0.32
```
Forces are in eV/Å.


Entry 4:
Computed, not measured: a 2-piece molecular cluster, C2H6OSi overall, with ωB97M-V/def2-TZVPD.

Computed properties:
- LUMO (eV) = -0.494
- energy relative to the best compared isomer or geometry (same formula, charge and spin) (kcal/mol) = 83.70
- orbital gap (hartree) = 0.2813
- total charge = 0

Geometry as XYZ:
```
10
Properties=species:S:1:pos:R:3:forces:R:3:nbo_charge:R:1
C -2.842 0.772 0.041 -0.2 0.3 0.1 0.29
C 1.771 -0.945 -0.320 0.5 0.1 0.4 -1.20
O -2.201 -0.112 -0.446 0.1 -0.1 -0.1 -0.49
Si 2.321 0.871 -0.115 -0.1 -0.1 -0.6 0.77
H -3.246 0.727 1.065 0.0 -0.2 0.1 0.10
H -3.076 1.709 -0.494 0.1 0.0 -0.2 0.10
H 0.687 -0.993 -0.431 -0.2 0.1 0.0 0.26
H 2.199 -1.396 -1.214 0.0 0.1 -0.2 0.24
H 2.043 -1.574 0.529 -0.1 0.0 0.0 0.23
H 2.343 0.942 1.384 -0.1 -0.2 0.4 -0.30
```
Forces are in eV/Å.


Entry 5:
Computed, not measured: C20H25Cl2CsN2O2Se2Si as an isolated structure, with ωB97M-V/def2-TZVPD.

Computed properties:
- LUMO (eV) = 3.970
- energy relative to the best compared isomer or geometry (same formula, charge and spin) (kcal/mol) = 0.00
- orbital gap (hartree) = 0.2264
- total charge = -2

Geometry as XYZ:
```
55
Properties=species:S:1:pos:R:3:forces:R:3:mulliken_charge:R:1
Cs 0.616 -2.524 -1.026 0.6 -0.4 -0.2 1.05
Se -3.131 -6.908 0.203 -0.3 -0.3 0.1 -0.44
C -1.981 -5.640 -0.349 0.4 0.4 -0.2 -0.13
N -1.231 -4.818 -0.699 -0.3 -0.3 0.2 -0.46
Cl 0.114 -2.717 5.139 0.0 0.0 0.0 -0.22
C -0.028 -2.699 3.360 0.0 0.1 0.0 0.24
Cl 1.379 -1.979 2.583 0.0 0.0 0.0 -0.13
H -0.902 -2.115 3.105 0.0 0.0 0.0 -0.19
H -0.124 -3.724 3.025 0.0 -0.1 0.0 0.27
C -1.545 5.991 -1.471 0.0 0.0 0.0 -1.64
C -1.431 4.774 -0.584 0.1 0.0 0.0 1.12
C -0.191 4.447 -0.039 0.0 0.0 0.0 -0.92
C -0.050 3.315 0.748 0.0 0.0 0.0 -0.99
C -1.140 2.515 1.029 0.0 0.0 0.0 -0.83
C -2.391 2.832 0.497 0.0 0.0 0.0 0.37
N -3.513 2.066 0.783 0.1 0.0 0.1 0.02
C -3.523 0.765 1.329 0.0 0.1 -0.1 0.20
C -4.364 0.498 2.405 0.0 -0.1 0.1 -0.57
C -4.458 -0.784 2.931 0.0 0.1 0.0 -0.57
C -3.668 -1.797 2.409 0.1 -0.1 0.0 -0.83
C -2.800 -1.521 1.357 -0.1 0.0 0.2 -0.78
C -2.738 -0.255 0.785 0.1 -0.1 -0.1 0.67
C -1.880 -0.072 -0.474 -0.2 0.0 0.0 0.44
O -2.489 0.240 -1.506 0.1 0.1 0.0 -0.81
O -0.660 -0.330 -0.317 -0.2 0.5 0.1 -0.77
C -2.534 3.958 -0.332 -0.1 0.0 0.0 0.97
C -3.880 4.213 -0.958 0.1 0.0 0.0 -1.78
H -0.593 6.521 -1.506 0.0 0.0 0.0 0.38
H -2.305 6.689 -1.110 0.0 0.0 0.0 0.35
H -1.811 5.719 -2.496 0.0 0.0 0.0 0.35
H 0.668 5.073 -0.256 0.0 0.0 0.0 0.27
H 0.922 3.045 1.143 0.0 0.0 0.0 0.41
H -1.022 1.622 1.627 0.0 0.0 0.0 0.57
H -4.406 2.513 0.687 0.0 0.0 0.0 0.29
H -4.943 1.311 2.830 0.0 0.0 0.0 0.39
H -5.131 -0.985 3.756 0.0 0.0 0.0 0.36
H -3.726 -2.803 2.808 0.0 0.0 0.0 0.48
H -2.182 -2.327 0.969 -0.1 0.1 -0.1 0.65
H -4.234 3.301 -1.446 0.0 0.0 0.0 0.37
H -3.840 5.006 -1.701 0.0 0.0 0.0 0.41
H -4.631 4.507 -0.212 0.0 0.0 0.0 0.34
C 5.124 -3.186 -3.390 0.0 0.0 0.0 -1.00
Si 5.702 -2.682 -1.656 0.0 0.0 0.0 0.40
C 7.223 -3.763 -1.315 0.0 0.0 0.0 -1.02
C 6.396 -0.930 -1.876 0.0 0.0 0.0 -1.00
Se 4.157 -2.833 -0.105 0.0 0.0 0.0 -0.74
H 5.939 -3.105 -4.122 -0.1 0.0 0.0 0.31
H 4.302 -2.542 -3.716 0.0 0.0 0.0 0.24
H 4.759 -4.217 -3.388 0.0 0.0 0.0 0.25
H 8.005 -3.605 -2.068 0.0 0.0 0.0 0.31
H 6.944 -4.821 -1.317 0.0 0.0 0.0 0.26
H 7.636 -3.532 -0.329 0.0 0.0 0.0 0.25
H 7.217 -0.909 -2.605 -0.1 0.0 0.0 0.31
H 6.767 -0.545 -0.922 0.0 0.0 0.0 0.25
H 5.608 -0.253 -2.220 0.0 0.0 0.0 0.25
```
Forces are in eV/Å.


Entry 6:
Computed, not measured: C16H19F6MoN5O7S4 as an isolated structure, with ωB97M-V/def2-TZVPD.

Computed properties:
- LUMO (spin up / spin down) (eV) = -8.023 / -7.903
- energy relative to the best compared isomer or geometry (same formula, charge and spin) (kcal/mol) = 8.91
- orbital gap (spin up / spin down) (hartree) = 0.2096 / 0.2139
- 2S+1 = 3
- total charge = +2

Geometry as XYZ:
```
58
Properties=species:S:1:pos:R:3:forces:R:3:lowdin_spin:R:1
Mo 0.468 0.708 -0.397 0.4 -1.7 -1.5 1.74
N 2.855 3.416 -7.578 0.0 0.0 0.0 0.00
C 2.508 3.224 -6.298 0.0 0.0 0.0 0.00
C 1.525 4.047 -5.696 0.0 0.0 0.0 0.00
C 1.180 3.874 -4.387 0.1 0.0 0.0 0.00
C 1.800 2.849 -3.647 0.1 -0.1 -0.2 0.00
C 2.761 2.006 -4.228 -0.1 0.0 -0.1 0.00
C 3.109 2.196 -5.537 0.0 0.0 0.0 0.00
S 1.438 2.722 -2.012 -0.2 0.1 0.2 0.01
O 1.706 3.859 -1.204 -0.1 0.0 -0.1 0.00
O 2.072 1.427 -1.464 0.0 0.4 0.3 0.03
N -0.127 2.270 -1.696 -0.1 -0.2 0.1 0.02
C -0.810 1.339 -2.495 -0.1 0.3 0.1 0.02
N -1.155 1.471 -3.750 0.0 0.1 0.0 0.00
C -1.876 0.463 -4.245 0.0 0.0 0.0 0.02
C -2.244 -0.662 -3.503 0.0 0.0 0.0 0.00
C -1.782 -0.757 -2.213 0.0 0.0 0.0 0.01
N -1.061 0.263 -1.721 0.0 0.2 -0.1 -0.01
H 2.462 4.167 -8.117 0.0 0.0 0.0 0.00
H 3.579 2.868 -8.009 0.0 0.0 0.0 0.00
H 1.053 4.826 -6.279 0.0 0.0 0.0 0.00
H 0.441 4.519 -3.931 0.0 0.0 0.0 0.00
H 3.225 1.219 -3.651 0.0 0.0 0.0 0.00
H 3.855 1.561 -5.996 0.0 0.0 0.0 0.00
H -2.172 0.557 -5.283 0.0 0.0 0.0 0.00
H -2.846 -1.447 -3.935 0.0 0.0 0.0 0.00
H -1.957 -1.611 -1.572 0.0 0.0 0.0 0.00
F 4.370 -2.514 -0.543 0.1 0.2 -0.1 0.00
C 3.717 -1.405 -0.768 -0.2 -0.2 0.0 0.00
F 4.017 -0.479 0.126 0.1 0.1 0.1 0.00
F 3.954 -0.951 -1.985 0.1 0.0 0.0 0.00
S 1.860 -1.764 -0.648 -0.3 -0.3 0.0 0.00
O 1.386 -0.955 0.545 0.3 0.2 0.3 0.06
O 1.241 -1.067 -1.793 -0.1 0.3 0.3 0.01
N 1.571 -3.238 -0.614 0.2 0.3 0.0 0.00
S 1.863 -4.130 0.751 0.3 -0.3 -0.2 0.00
O 2.839 -3.484 1.570 -0.2 0.1 -0.1 0.00
O 1.961 -5.481 0.351 -0.1 0.1 0.1 0.00
C 0.220 -3.919 1.633 0.2 0.0 0.1 0.00
F -0.397 -5.071 1.701 -0.1 0.0 0.0 0.00
F -0.549 -3.025 0.990 -0.2 0.0 0.0 0.00
F 0.452 -3.446 2.850 0.0 0.0 0.1 0.00
C -1.456 2.924 3.171 0.0 0.0 0.0 0.00
C -1.671 1.444 3.424 0.0 0.0 0.0 0.00
S -0.505 0.335 2.635 0.0 0.1 -0.2 0.01
O -0.724 0.742 1.103 -0.2 0.3 0.5 0.04
C 1.123 1.044 3.043 0.0 -0.1 0.0 0.00
C 1.695 1.951 1.971 -0.1 0.1 0.0 0.01
H -2.311 3.462 3.580 0.0 0.0 0.0 0.00
H -1.409 3.150 2.107 0.0 0.0 0.0 0.00
H -0.567 3.304 3.671 0.0 0.0 0.0 0.00
H -2.631 1.085 3.046 0.0 0.0 0.0 0.00
H -1.612 1.165 4.481 0.0 0.0 0.0 0.00
H 1.766 0.182 3.222 0.0 0.0 0.0 0.00
H 0.985 1.580 3.984 0.0 0.0 0.0 0.00
H 1.833 1.404 1.024 0.4 0.1 0.2 0.00
H 2.722 2.215 2.225 0.0 0.0 0.1 0.00
H 1.132 2.868 1.802 0.0 0.0 0.0 0.00
```
Forces are in eV/Å.


Results for strongest force on any atom: 0.0561, 0.1084, 0.0554, 0.0122, 0.0147, 0.0449 (in Eh/bohr, following the order of the records).